*w*
{
  "formula": "C21H25NO2",
  "method": "wB97M-V/def2-TZVPD",
  "species": ["C", "C", "C", "C", "C", "C", "C", "C", "C", "C", "C", "H", "H", "H", "H", "H", "H", "H", "H", "H", "H", "H", "H", "H", "H", "H", "C", "C", "C", "C", "C", "C", "C", "O", "C", "O", "N", "C", "C", "H", "H", "H", "H", "H", "H", "H", "H", "H", "H"],
  "xyz": [[-0.2530, 0.9024, -1.3628], [0.9491, 1.7614, -1.4855], [2.2867, 1.3949, -1.3983], [3.2924, 2.4316, -1.3749], [2.9234, 3.8764, -1.3318], [4.6289, 2.0966, -1.3457], [5.0598, 0.7745, -1.3322], [6.5133, 0.4378, -1.3253], [4.0994, -0.2317, -1.3217], [2.7462, 0.0289, -1.3421], [1.8326, -1.1460, -1.3245], [-1.1669, 1.4991, -1.2974], [-0.3727, 0.2378, -2.2210], [-0.2208, 0.3012, -0.4527], [0.7574, 2.8051, -1.6654], [3.8115, 4.5076, -1.2908], [2.3578, 4.1732, -2.2154], [2.3277, 4.1014, -0.4464], [5.3668, 2.8800, -1.3199], [6.6658, -0.6434, -1.3283], [7.0150, 0.8445, -2.2056], [7.0069, 0.8401, -0.4387], [4.4308, -1.2555, -1.3009], [2.4046, -2.0751, -1.3313], [1.2202, -1.1568, -0.4227], [1.1876, -1.1629, -2.2031], [-5.1560, -2.0274, -1.3158], [-4.8221, -0.7365, -0.9639], [-4.3677, -0.4613, 0.3087], [-4.2474, -1.4725, 1.2489], [-3.7220, -1.1709, 2.6177], [-2.1923, -1.2846, 2.7038], [-1.6513, -0.9230, 4.1049], [-0.7938, 0.1778, 3.9112], [-0.7712, 0.4377, 2.5560], [-0.1109, 1.3311, 2.0439], [-1.5630, -0.3952, 1.8333], [-4.5839, -2.7672, 0.8844], [-5.0373, -3.0420, -0.3895], [-5.4993, -2.2450, -2.3151], [-4.9063, 0.0561, -1.6889], [-4.0885, 0.5429, 0.5820], [-4.0080, -0.1518, 2.8983], [-4.1848, -1.8351, 3.3542], [-1.8706, -2.2992, 2.4078], [-2.4525, -0.6114, 4.7886], [-1.0713, -1.7308, 4.5750], [-4.4834, -3.5615, 1.6055], [-5.2870, -4.0534, -0.6667]],
  "lowdin_charge": [-0.04, 0.10, -0.10, -0.16, -0.03, 0.01, -0.21, -0.02, 0.01, -0.13, -0.02, 0.10, 0.10, 0.07, 0.12, 0.09, 0.09, 0.11, 0.12, 0.09, 0.10, 0.10, 0.12, 0.09, 0.10, 0.09, -0.12, -0.10, -0.05, -0.24, -0.13, -0.40, -0.15, -0.02, -0.65, -0.05, 0.07, -0.05, -0.10, 0.09, 0.09, 0.11, 0.12, 0.11, 0.13, 0.11, 0.11, 0.11, 0.09],
  "homo_lumo_gap_ha": 0.113,
  "e_homo_ev": -5.93,
  "mol_weight_g_mol": 323.44
}

***

*x*
{
  "formula": "C21H25NO2",
  "method": "wB97M-V/def2-TZVPD",
  "species": ["C", "C", "C", "N", "C", "C", "C", "C", "O", "C", "C", "C", "C", "C", "C", "C", "C", "C", "C", "C", "C", "C", "C", "O", "H", "H", "H", "H", "H", "H", "H", "H", "H", "H", "H", "H", "H", "H", "H", "H", "H", "H", "H", "H", "H", "H", "H", "H", "H"],
  "xyz": [[0.1933, -0.0080, 3.7362], [0.4659, -1.5108, 3.8936], [-0.5249, -2.1296, 4.8823], [0.4872, -2.2713, 2.6507], [-0.7433, -2.2557, 1.8695], [-0.9120, -1.0513, 1.0705], [-0.8985, -0.0714, 0.3769], [-0.7805, 1.1949, -0.3438], [-1.2137, 2.2772, 0.4673], [0.7045, 1.2936, -0.7075], [1.2601, 0.3202, -1.5306], [2.6084, 0.3490, -1.8327], [3.4143, 1.3528, -1.3187], [2.8616, 2.3312, -0.5124], [1.5112, 2.3021, -0.2057], [-1.5886, 1.2275, -1.6294], [-2.1467, 0.0789, -2.1703], [-2.8440, 0.1448, -3.3644], [-2.9901, 1.3546, -4.0200], [-2.4371, 2.5028, -3.4777], [-1.7341, 2.4400, -2.2892], [1.6780, -2.0622, 1.8498], [1.9140, -3.1922, 0.8405], [1.1251, -3.1089, -0.3209], [0.3007, 0.4865, 4.6987], [-0.8167, 0.1612, 3.3698], [0.8994, 0.4375, 3.0378], [1.4700, -1.6302, 4.3202], [-0.3145, -1.7670, 5.8852], [-0.4276, -3.2118, 4.8742], [-1.5513, -1.8642, 4.6405], [-0.7181, -3.1124, 1.1885], [-1.5912, -2.3818, 2.5443], [-0.8831, 2.1392, 1.3618], [0.6244, -0.4524, -1.9410], [3.0325, -0.4120, -2.4715], [4.4686, 1.3731, -1.5515], [3.4823, 3.1215, -0.1162], [1.0818, 3.0742, 0.4162], [-2.0417, -0.8652, -1.6546], [-3.2762, -0.7534, -3.7809], [-3.5360, 1.4035, -4.9509], [-2.5508, 3.4498, -3.9849], [-1.3018, 3.3297, -1.8580], [1.6622, -1.1031, 1.2983], [2.5325, -2.0429, 2.5309], [2.9796, -3.1899, 0.5658], [1.6744, -4.1534, 1.2996], [1.2174, -2.2222, -0.6902]],
  "lowdin_charge": [-0.05, -0.42, -0.06, -0.15, -0.16, 0.03, 0.05, -0.43, 0.02, -0.15, -0.04, -0.07, -0.09, -0.08, -0.02, -0.15, -0.03, -0.08, -0.09, -0.07, -0.01, -0.18, -0.24, -0.07, 0.08, 0.07, 0.07, 0.13, 0.08, 0.08, 0.07, 0.12, 0.12, 0.10, 0.12, 0.11, 0.10, 0.10, 0.11, 0.11, 0.10, 0.10, 0.10, 0.12, 0.12, 0.12, 0.12, 0.12, 0.06],
  "homo_lumo_gap_ha": 0.341,
  "smiles": "CC(C)N(CC#CC(O)(c1ccccc1)c1ccccc1)CCO",
  "e_homo_ev": -8.55,
  "mol_weight_g_mol": 323.44
}

***

Stability summary: most stable *x*, least stable *w*.

***

*w*
{
  "formula": "C4H15N2O2",
  "method": "wB97M-V/def2-TZVPD",
  "species": ["C", "C", "C", "C", "N", "N", "H", "H", "H", "H", "H", "H", "H", "H", "H", "H", "H", "H", "H", "O", "H", "H", "O"],
  "xyz": [[-0.3381, 2.6400, -0.6333], [-1.2517, 1.5620, -0.0067], [-0.7927, 0.1760, -0.3577], [-1.5118, -0.8255, -0.8773], [-1.1212, -2.0920, -1.1998], [0.5844, -0.0991, 0.1493], [-0.1664, 2.6656, -1.7073], [0.6353, 2.6692, -0.1332], [-0.8247, 3.5969, -0.4197], [-1.3861, 1.8121, 1.0440], [-2.2180, 1.6867, -0.4976], [-2.5232, -0.5854, -1.1738], [-0.2430, -2.4557, -0.9089], [-1.5818, -2.6114, -1.9321], [0.8327, -1.0835, 0.0780], [1.3024, 0.4647, -0.3088], [0.5893, 0.1217, 1.1615], [0.9428, 1.0572, 3.5296], [1.5587, -0.2970, 3.1296], [1.2662, 0.5590, 2.7895], [2.0542, -3.4623, 0.0641], [2.2937, -2.8283, -1.3191], [1.8987, -2.6709, -0.4703]],
  "lowdin_charge": [-0.09, -0.20, -0.25, -0.13, 0.09, 0.23, 0.08, 0.07, 0.08, 0.12, 0.12, 0.14, 0.04, 0.11, 0.10, 0.17, 0.11, 0.06, 0.07, -0.03, 0.08, 0.06, -0.03],
  "homo_lumo_gap_ha": 0.334,
  "e_homo_ev": -12.07,
  "mol_weight_g_mol": 123.18,
  "total_charge": 1
}

***

*x*
{
  "formula": "C4H15N2O2",
  "method": "wB97M-V/def2-TZVPD",
  "species": ["C", "C", "C", "C", "N", "N", "H", "H", "H", "H", "H", "H", "H", "H", "H", "H", "H", "H", "H", "O", "H", "H", "O"],
  "xyz": [[0.3582, 0.1985, 2.9109], [0.5523, -1.0355, 1.9790], [-0.1247, -0.8534, 0.6455], [-0.9911, -1.7656, 0.1999], [-1.8728, -1.6507, -0.8220], [0.2593, 0.4233, 0.0546], [-0.6756, 0.5092, 2.8985], [1.1666, 0.9263, 2.8384], [0.4801, -0.1684, 3.9695], [1.6258, -1.3229, 1.9100], [0.1500, -1.8462, 2.5608], [-1.1177, -2.7142, 0.7329], [-1.7739, -1.1432, -1.6970], [-2.3993, -2.4763, -1.0918], [0.7903, 0.2306, -0.8346], [-0.4521, 1.0217, -0.4356], [0.6358, 1.0255, 0.7957], [-0.3622, 2.0612, -3.0232], [-1.4471, 2.8798, -2.4105], [-0.8307, 2.1728, -2.1790], [1.9807, 2.1444, -1.7463], [2.8755, 1.0378, -2.3732], [2.2153, 1.2011, -1.6926]],
  "lowdin_charge": [-0.10, -0.21, -0.27, -0.14, 0.07, 0.21, 0.08, 0.07, 0.10, 0.13, 0.10, 0.15, 0.10, 0.11, 0.14, 0.14, 0.15, 0.06, 0.07, -0.05, 0.07, 0.07, -0.05],
  "homo_lumo_gap_ha": 0.330,
  "e_homo_ev": -12.01,
  "mol_weight_g_mol": 123.18,
  "total_charge": 1
}

***

*y*
{
  "formula": "C4H15N2O2",
  "method": "wB97M-V/def2-TZVPD",
  "species": ["N", "C", "C", "C", "O", "C", "N", "H", "H", "H", "H", "H", "H", "H", "H", "H", "H", "H", "H", "H", "H", "H", "O"],
  "xyz": [[-0.7063, -1.8446, 0.6921], [-0.4088, -0.3241, 0.8897], [-0.5797, 0.4307, -0.4425], [-1.3067, 1.6714, -0.1248], [-1.2093, -0.5484, -1.4446], [1.0380, -0.1098, 1.3772], [1.6467, -1.4255, 1.8624], [-0.3265, -2.3827, 1.4020], [-1.6695, -1.9025, 0.4852], [-0.1622, -2.2084, -0.1062], [-1.1465, 0.0564, 1.7464], [0.3810, 0.5158, -1.1431], [-2.4485, 1.5842, -0.0639], [-1.0200, 2.2699, 0.7057], [-1.2187, 2.5426, -1.0645], [-1.8707, -0.0695, -1.9530], [0.9478, 0.5569, 2.3505], [1.6002, 0.5013, 0.6861], [1.1188, -1.6962, 2.7735], [2.6573, -1.3918, 1.7623], [1.0469, 1.7270, -3.6569], [2.1364, 0.8677, -3.6963], [1.5006, 1.1795, -3.0372]],
  "lowdin_charge": [0.23, -0.23, -0.36, -0.07, -0.08, -0.19, -0.02, 0.10, 0.15, 0.18, 0.19, 0.16, 0.12, 0.07, 0.17, 0.09, 0.15, 0.11, 0.13, 0.08, 0.03, 0.06, -0.04],
  "homo_lumo_gap_ha": 0.384,
  "e_homo_ev": -13.52,
  "mol_weight_g_mol": 123.18,
  "total_charge": 1
}

***

*z*
{
  "formula": "C4H15N2O2",
  "method": "wB97M-V/def2-TZVPD",
  "species": ["N", "C", "C", "O", "C", "N", "C", "H", "H", "H", "H", "H", "H", "H", "H", "H", "H", "H", "H", "H", "H", "H", "O"],
  "xyz": [[-1.0071, 0.3298, 1.0791], [0.4815, 0.2704, 1.1684], [0.8909, -1.1975, 1.3768], [-0.2173, -1.8101, 2.0361], [1.0214, 0.7737, -0.1856], [0.2557, 0.1150, -1.2285], [1.0150, -0.7402, -2.1334], [-1.4931, 0.3279, 1.9714], [-1.3152, -0.4549, 0.5018], [-1.2925, 1.1686, 0.5651], [0.8480, 0.7620, 2.0647], [1.8041, -1.2400, 1.9842], [1.1722, -1.7679, 0.4888], [0.0168, -2.6441, 2.4585], [0.9125, 1.8597, -0.2564], [2.0853, 0.5620, -0.2349], [-0.3449, 0.8094, -1.6592], [1.7421, -1.3043, -1.5534], [1.5893, -0.2568, -2.9245], [0.3518, -1.5066, -2.5393], [-2.4615, 1.5696, -2.2184], [-1.8422, 2.8695, -1.7811], [-1.9162, 1.9380, -1.5079]],
  "lowdin_charge": [0.21, -0.24, -0.19, -0.06, -0.17, -0.12, -0.10, 0.17, 0.16, 0.14, 0.16, 0.14, 0.11, 0.11, 0.13, 0.13, 0.06, 0.07, 0.09, 0.09, 0.08, 0.08, -0.05],
  "homo_lumo_gap_ha": 0.365,
  "e_homo_ev": -12.80,
  "mol_weight_g_mol": 123.18,
  "total_charge": 1
}

***

Stability summary: most stable *w*, least stable *y*.

***

*w*
{
  "formula": "C4H8Si",
  "method": "wB97M-V/def2-TZVPD",
  "species": ["C", "C", "C", "C", "Si", "H", "H", "H", "H", "H", "H", "H", "H"],
  "xyz": [[0.0502, -1.2330, 0.5537], [-0.7964, -0.4045, 1.1708], [0.7407, -0.7849, -0.7112], [0.7734, 0.6894, -0.9330], [-1.1881, 1.2703, 0.5851], [0.3455, -2.1665, 0.9740], [-1.2480, -0.6807, 2.1178], [1.7996, -1.0068, -0.5849], [0.5765, -1.3970, -1.5801], [1.6955, 1.1186, -0.4440], [0.8721, 0.9593, -1.9879], [-1.9433, 1.4554, -0.7274], [-1.6777, 2.1805, 1.5672]],
  "lowdin_charge": [-0.19, -0.32, -0.30, -0.12, 0.66, 0.09, 0.05, 0.11, 0.10, 0.09, 0.06, -0.06, -0.15],
  "multiplicity": 3,
  "homo_lumo_gap_ha": [0.248, 0.306],
  "e_homo_ev": [-5.68, -9.98],
  "mol_weight_g_mol": 84.19
}

***

*x*
{
  "formula": "C4H8Si",
  "method": "wB97M-V/def2-TZVPD",
  "species": ["C", "C", "C", "C", "Si", "H", "H", "H", "H", "H", "H", "H", "H"],
  "xyz": [[-1.1541, 1.0226, 0.0967], [0.0528, 1.5282, 0.1819], [-1.2407, -0.4054, -0.2312], [0.4128, -1.2039, 0.2723], [1.4754, 0.3119, -0.1025], [-2.0637, 1.6344, -0.1659], [0.2143, 2.6423, 0.4028], [-1.9226, -1.0891, 0.2334], [-1.3919, -0.6226, -1.2794], [0.4293, -1.3881, 1.3566], [0.3589, -2.0484, -0.4733], [1.8844, 0.4228, -1.6518], [2.5209, 0.9573, 0.6387]],
  "lowdin_charge": [-0.28, -0.27, -0.15, -0.23, 0.59, 0.12, 0.09, 0.07, 0.09, 0.04, 0.05, -0.03, -0.07],
  "multiplicity": 3,
  "homo_lumo_gap_ha": [0.233, 0.298],
  "e_homo_ev": [-5.26, -10.28],
  "mol_weight_g_mol": 84.19
}

***

Stability summary: most stable *w*, least stable *x*.

***

*w*
{
  "formula": "CH3BrOS",
  "method": "wB97M-V/def2-TZVPD",
  "species": ["C", "O", "S", "Br", "H", "H", "H"],
  "xyz": [[-0.2071, -0.7482, 0.0497], [-0.4363, 0.2188, 1.0351], [-1.3854, 1.5185, 0.6674], [2.2776, 1.7997, -1.2780], [0.3909, -0.2326, -0.7810], [-1.1608, -1.0957, -0.2032], [0.5211, -1.4605, 0.5099]],
  "lowdin_charge": [-0.18, -0.64, 0.88, -0.28, 0.03, 0.07, 0.12],
  "homo_lumo_gap_ha": [0.152, 0.159],
  "e_homo_ev": [-8.84, -8.96],
  "mol_weight_g_mol": 143.01
}

***

*x*
{
  "formula": "CH3BrOS",
  "method": "wB97M-V/def2-TZVPD",
  "species": ["C", "Br", "H", "H", "H", "O", "S"],
  "xyz": [[1.3200, -0.1385, 0.0286], [-0.0625, -1.5156, -0.0034], [0.5842, 0.7639, 0.1276], [1.7371, -0.1455, -0.9580], [2.0499, -0.3896, 0.9366], [-2.1556, 0.9882, 0.0946], [-3.4730, 0.4371, -0.2260]],
  "lowdin_charge": [-0.52, 0.49, 0.02, -0.02, 0.07, -0.74, 0.70],
  "homo_lumo_gap_ha": [0.286, 0.286],
  "smiles": "CBr.O=S",
  "e_homo_ev": [-9.25, -9.25],
  "mol_weight_g_mol": 143.01
}

***

Stability summary: most stable *x*, least stable *w*.

***

*w*
{
  "formula": "C3H9NOS",
  "method": "wB97M-V/def2-TZVPD",
  "species": ["O", "C", "N", "C", "C", "S", "H", "H", "H", "H", "H", "H", "H", "H", "H"],
  "xyz": [[-2.1861, -2.1859, -0.4567], [-1.6271, -0.9500, -0.8751], [-0.7841, -0.5120, 0.2726], [-0.5234, 0.9517, 0.1139], [0.7264, 1.4683, 0.8838], [2.2331, 0.7171, 0.0792], [-1.4203, -2.5739, -0.0022], [-0.8655, -0.8814, -1.6578], [-2.4045, -0.2791, -1.2455], [-1.2527, -0.8723, 1.1082], [-0.1508, 1.0054, -0.8787], [-1.3944, 1.5653, 0.4057], [0.7226, 2.5519, 1.0644], [0.6948, 1.0344, 1.9575], [1.7074, -0.5099, -0.0976]],
  "lowdin_charge": [-0.05, -0.30, -0.09, -0.31, -0.52, 0.65, 0.09, 0.11, 0.12, 0.11, 0.07, 0.12, 0.07, 0.08, -0.16],
  "homo_lumo_gap_ha": 0.363,
  "smiles": "OCNCCS",
  "e_homo_ev": -9.00,
  "mol_weight_g_mol": 107.18
}

***

*x*
{
  "formula": "C3H9NOS",
  "method": "wB97M-V/def2-TZVPD",
  "species": ["N", "C", "O", "H", "H", "H", "C", "C", "S", "H", "H", "H", "H", "H", "H"],
  "xyz": [[-1.4921, -2.3205, 0.3360], [-2.3902, -3.3846, 0.4758], [-3.2674, -3.4914, 1.2868], [-1.6355, -1.8514, -0.5489], [-1.1509, -1.6854, 1.0454], [-2.2538, -4.0668, -0.3600], [1.3394, 1.9488, 0.7748], [1.7765, 1.7681, -0.6816], [0.7172, 2.6381, -1.9333], [1.9932, 2.7687, 1.0642], [0.3181, 2.2384, 1.0244], [1.6722, 1.1161, 1.3870], [1.5868, 0.7536, -1.0269], [2.8474, 1.9655, -0.7710], [-0.0610, 1.6028, -2.0725]],
  "lowdin_charge": [0.07, -0.40, 0.05, 0.08, 0.09, 0.11, -0.18, -0.60, 0.67, 0.06, 0.07, 0.06, 0.04, 0.07, -0.19],
  "homo_lumo_gap_ha": 0.355,
  "smiles": "NC=O.CCS",
  "e_homo_ev": -9.26,
  "mol_weight_g_mol": 107.18
}

***

*y*
{
  "formula": "C3H9NOS",
  "method": "wB97M-V/def2-TZVPD",
  "species": ["N", "C", "O", "H", "H", "H", "C", "C", "S", "H", "H", "H", "H", "H", "H"],
  "xyz": [[-1.7405, -1.0486, 1.6006], [-2.1452, -0.9229, 0.2841], [-2.2282, 0.1408, -0.2782], [-1.4258, -1.9978, 1.7257], [-1.4690, -0.1249, 1.8913], [-2.4690, -1.8532, -0.1954], [1.3242, 1.5001, 0.0690], [1.1740, 0.6201, -1.1984], [1.9096, -1.1136, -1.0564], [2.3682, 1.4479, 0.3553], [0.6839, 1.0423, 0.8176], [0.9936, 2.4918, -0.2139], [0.1786, 0.4700, -1.5938], [1.8831, 0.9918, -1.9381], [0.9623, -1.6437, -0.2694]],
  "lowdin_charge": [0.11, -0.42, 0.01, 0.09, 0.10, 0.12, -0.15, -0.56, 0.64, 0.06, 0.05, 0.07, 0.04, 0.04, -0.20],
  "homo_lumo_gap_ha": 0.356,
  "smiles": "NC=O.CCS",
  "e_homo_ev": -9.03,
  "mol_weight_g_mol": 107.18
}

***

Stability summary: most stable *y*, least stable *w*.

***

*w*
{
  "formula": "ClH2NO2P",
  "method": "wB97M-V/def2-TZVPD",
  "species": ["N", "O", "O", "P", "Cl", "H", "H"],
  "xyz": [[-0.6180, -1.1458, 1.1700], [-0.4355, 1.9429, -0.3674], [-0.5338, 0.2311, -2.2463], [-0.0519, 0.6308, -0.9007], [1.9654, 0.6178, -0.9142], [-0.4440, -0.3682, 1.8266], [0.1178, -1.9086, 1.4320]],
  "lowdin_charge": [-0.18, -0.45, -0.45, 0.06, 0.22, -0.13, -0.08],
  "homo_lumo_gap_ha": [0.266, 0.292],
  "e_homo_ev": [-3.90, -4.61],
  "mol_weight_g_mol": 114.45,
  "total_charge": -1
}

***

*x*
{
  "formula": "ClH2NO2P",
  "method": "wB97M-V/def2-TZVPD",
  "species": ["O", "N", "O", "P", "H", "H", "Cl"],
  "xyz": [[-0.8012, -1.1547, 2.1472], [0.0996, -1.2652, 1.3903], [-0.1888, -0.7409, 0.1188], [0.3081, 0.9385, 0.0226], [1.4688, 0.9855, -0.7955], [-0.6846, 1.5992, -0.7441], [-0.2018, -0.3624, -2.1394]],
  "lowdin_charge": [-0.03, -0.17, -0.75, 0.57, -0.16, -0.16, -0.30],
  "homo_lumo_gap_ha": 0.259,
  "e_homo_ev": -3.24,
  "mol_weight_g_mol": 114.45,
  "total_charge": -1
}

***

Stability summary: most stable *w*, least stable *x*.